9 unconnected molecules or ions with the total composition C50H127N9O16 at a distorted geometry. Source: the OMol25 dataset; level of theory: wB97M-V/def2-TZVPD.

```
202
Properties=species:S:1:pos:R:3:forces:R:3
C -12.012 -13.011 -7.046 0.1601 -0.6421 -1.4807
O -12.000 -11.644 -7.372 -0.4963 0.7673 0.5085
C -13.256 -10.996 -7.232 -0.1162 0.9553 0.3525
C -13.148 -9.459 -7.441 2.3361 -0.2150 0.4861
C -12.078 -8.869 -6.492 -0.5868 -0.4507 -0.3360
N -14.395 -8.722 -7.328 -0.4060 -0.9771 -0.3850
H -10.989 -13.350 -7.204 -0.0048 -0.0658 0.3210
H -12.610 -13.527 -7.798 -0.1968 -0.2841 -0.1654
H -12.402 -13.372 -6.094 0.0491 0.7885 0.4990
H -14.009 -11.312 -7.954 -0.0079 -0.6620 -0.2390
H -13.646 -11.180 -6.231 -0.1909 -0.1248 0.2973
H -12.733 -9.361 -8.444 -0.3587 0.2924 -0.3331
H -11.985 -7.787 -6.590 -0.2951 -0.0112 0.0926
H -11.088 -9.284 -6.681 -0.1511 -0.2070 0.0409
H -12.416 -9.164 -5.499 0.3311 0.3293 0.4033
H -15.052 -9.322 -7.808 -0.5951 0.2643 -0.8884
H -14.802 -8.815 -6.409 0.4528 0.2485 0.8231
C -7.963 -20.409 -12.854 0.0157 0.7182 0.7180
O -8.612 -19.552 -11.896 0.4322 0.9031 -0.5647
C -8.329 -18.134 -12.142 0.7010 -0.7945 -0.6367
C -9.358 -17.255 -11.472 -0.7511 -0.3910 1.1291
C -8.972 -15.797 -11.252 0.3042 -0.3369 -0.9016
N -9.747 -17.837 -10.155 -0.2542 0.2115 -1.2277
H -8.359 -21.421 -12.761 -0.0967 0.1926 0.1074
H -6.893 -20.416 -12.646 0.1730 -0.1475 -0.0538
H -8.101 -20.039 -13.870 -0.1765 -0.0301 -0.1153
H -7.329 -17.801 -11.864 0.4622 -0.5993 0.4978
H -8.350 -18.022 -13.226 -0.1964 0.3001 -0.2162
H -10.181 -17.345 -12.181 -0.7042 0.3682 0.4769
H -9.756 -15.218 -10.765 -0.0655 -0.2618 0.0030
H -8.769 -15.343 -12.222 0.0693 0.2390 -0.0107
H -8.057 -15.727 -10.663 0.0453 -0.0159 0.1222
H -9.098 -17.548 -9.437 0.2211 -0.0126 0.0281
H -9.634 -18.828 -10.317 -0.1799 -0.3354 0.6664
C -10.400 -12.117 -2.162 0.9106 -0.1839 -0.3119
O -10.004 -12.194 -0.797 -0.3639 -1.3961 -1.5164
C -10.996 -11.651 -0.001 -0.2419 1.1160 1.0324
C -10.805 -12.188 1.390 -0.3727 -1.4024 1.1698
N -11.354 -13.572 1.592 -0.9271 0.5668 -0.8946
C -12.837 -13.676 1.591 -0.0804 -0.1106 2.0652
C -13.199 -15.144 1.416 0.5766 1.4612 -0.1115
O -12.837 -15.398 0.099 0.6102 -1.4432 -1.2456
C -13.084 -16.770 -0.226 -0.4587 0.7391 0.0462
H -10.220 -11.105 -2.524 -0.2165 0.1594 -0.1909
H -11.424 -12.426 -2.373 -0.2820 0.1548 0.4674
H -9.796 -12.803 -2.756 0.3252 0.0750 0.1943
H -12.014 -11.866 -0.323 -0.0797 -0.2624 -0.3693
H -10.864 -10.572 -0.080 -0.2921 0.4747 0.4596
H -11.237 -11.636 2.224 -0.1641 0.6050 -0.3932
H -9.739 -12.240 1.610 0.0807 -0.0173 -0.1194
H -11.172 -14.115 0.760 0.9134 -0.1216 -0.2321
H -13.414 -13.012 0.948 0.2307 -0.0913 -0.6875
H -13.242 -13.452 2.578 0.2979 0.4125 0.4329
H -14.251 -15.338 1.623 -0.2755 -0.0259 -0.1347
H -12.584 -15.715 2.112 0.0405 -0.2511 0.1440
H -14.172 -16.806 -0.173 -0.1369 -0.9947 -0.0610
H -12.591 -17.447 0.471 -0.1463 -0.0111 0.2764
H -12.746 -17.055 -1.223 0.0294 0.5563 -0.0537
C -18.104 -10.426 -9.250 0.0510 0.2404 -0.1686
O -17.473 -9.489 -10.100 1.2056 -0.2285 0.5357
C -18.206 -9.074 -11.209 -0.1902 0.7030 -0.6166
C -17.497 -7.975 -11.996 0.8341 0.6249 1.5658
N -17.352 -6.704 -11.171 -0.1150 -1.9746 -1.9911
C -16.560 -5.751 -11.936 0.2841 1.5129 0.8027
C -15.009 -5.854 -11.923 -1.2269 -1.5866 1.0027
O -14.373 -5.402 -13.052 0.3218 -0.7687 -0.8412
C -14.492 -4.056 -13.297 0.9014 1.1984 -0.4958
H -18.199 -11.424 -9.679 0.2252 -0.1331 -0.3298
H -19.120 -10.122 -8.996 -0.1235 0.2826 0.1781
H -17.490 -10.490 -8.352 -0.1409 -0.0050 0.0117
H -19.128 -8.673 -10.789 -0.6289 -0.1327 -0.6159
H -18.308 -9.879 -11.936 -0.6367 -0.4109 0.1419
H -17.944 -7.772 -12.969 -0.6704 0.1882 0.3349
H -16.514 -8.346 -12.286 0.3778 -0.2470 0.1377
H -16.852 -6.977 -10.337 0.1078 0.0182 0.2954
H -16.801 -4.816 -11.431 0.0285 0.5105 -0.4308
H -16.895 -5.665 -12.970 -0.2116 -0.2579 -0.0016
H -14.741 -6.908 -11.845 0.0660 -0.1548 0.0484
H -14.659 -5.382 -11.005 0.3186 0.3451 0.0881
H -14.158 -3.491 -12.426 -0.4180 0.3293 0.2982
H -15.460 -3.733 -13.679 -0.2915 -0.0242 0.3210
H -13.762 -3.808 -14.068 -0.0204 -0.0678 -0.1872
C -18.418 -8.566 -4.845 0.0993 0.6662 -1.4352
O -17.478 -9.576 -4.553 0.0516 0.3568 1.3445
C -17.022 -9.524 -3.185 0.1549 -0.7493 -0.1620
C -16.242 -10.805 -2.917 -0.3367 -0.4949 -0.8861
N -17.020 -11.909 -3.476 -0.0931 -0.4395 0.6623
C -16.315 -13.188 -3.499 0.2726 -0.9112 -0.6890
C -17.020 -14.272 -4.361 0.9885 1.3227 -0.2520
O -16.728 -14.045 -5.757 -0.3575 -0.1831 0.4989
C -17.191 -15.130 -6.560 -0.1829 0.2961 1.0473
H -18.938 -8.054 -4.036 0.1320 -0.5987 0.5255
H -19.149 -8.952 -5.555 -0.1507 -0.2768 0.2252
H -17.921 -7.771 -5.401 0.2332 0.2602 -0.0053
H -17.884 -9.489 -2.519 -0.0627 0.2896 0.0361
H -16.319 -8.706 -3.027 -0.3019 0.4635 0.0285
H -16.004 -10.970 -1.867 -0.0370 0.2284 0.0138
H -15.335 -10.737 -3.518 0.7255 0.1319 0.2699
H -17.154 -11.552 -4.411 -0.4466 -0.7485 -0.4488
H -16.192 -13.698 -2.543 -0.4840 0.6113 0.6369
H -15.277 -13.060 -3.808 0.3231 -0.0239 -0.5150
H -18.060 -14.164 -4.053 -0.5281 -0.1566 -0.7147
H -16.706 -15.289 -4.125 0.2743 -0.0088 0.3250
H -17.047 -14.896 -7.615 -0.2276 0.0725 0.1888
H -18.221 -15.312 -6.252 -0.4345 -0.0011 -0.7218
H -16.685 -16.063 -6.312 0.4873 -0.0754 -0.0412
C -16.840 -14.539 -18.880 -0.5444 0.0898 0.7549
O -17.015 -14.608 -17.447 0.7643 -1.1143 -1.6953
C -16.749 -15.960 -17.024 -0.4443 1.2853 1.7137
C -16.829 -15.843 -15.492 0.8080 -1.0544 -0.7525
N -15.667 -15.190 -14.925 0.1032 0.1670 0.6607
C -15.821 -14.813 -13.496 0.5139 -0.7301 -1.4912
C -14.676 -13.910 -13.089 -0.4019 1.1004 -0.1288
O -14.666 -12.667 -13.845 0.0090 -0.9543 0.8346
C -13.579 -11.801 -13.554 0.1150 -0.1358 -0.9483
H -15.883 -14.941 -19.212 0.2490 0.0577 0.2036
H -16.931 -13.500 -19.195 -0.0439 -0.0953 0.0924
H -17.618 -15.149 -19.339 -0.1496 0.0765 -0.2657
H -15.790 -16.335 -17.382 0.2854 0.2535 0.0766
H -17.497 -16.696 -17.319 -0.4272 0.2521 -0.4597
H -16.858 -16.872 -15.134 -0.0725 -0.1354 0.3775
H -17.791 -15.389 -15.256 -0.1650 0.3058 0.1230
H -15.410 -14.366 -15.448 -0.2529 0.1733 -0.1164
H -15.666 -15.711 -12.897 -0.1603 -0.2225 0.1213
H -16.852 -14.500 -13.336 0.0543 0.7164 0.4200
H -13.754 -14.476 -13.218 0.2436 0.1063 -0.2986
H -14.761 -13.689 -12.025 -0.0275 0.1876 0.2013
H -12.642 -12.175 -13.967 0.1962 -0.4361 0.0261
H -13.390 -11.575 -12.505 -0.4780 -0.0467 0.2144
H -13.765 -10.896 -14.134 -0.1790 0.1686 0.3571
C -6.515 -4.044 -9.585 1.6452 0.1097 -0.3958
O -6.799 -5.333 -10.042 -0.6646 -0.0625 -0.0258
C -8.179 -5.538 -10.287 -0.2760 -1.3012 1.0406
C -8.342 -7.105 -10.430 -0.0476 1.3489 -0.2086
N -7.813 -7.838 -9.260 -0.7854 0.2254 -0.6986
C -7.734 -9.281 -9.539 1.0050 0.6082 0.5547
C -6.953 -10.005 -8.422 0.2962 0.2248 0.9156
O -5.751 -9.350 -8.013 0.7715 0.8760 1.0725
C -5.409 -9.361 -6.582 -1.0092 -0.7524 -0.8255
H -6.786 -3.286 -10.321 -0.6546 0.2292 0.1812
H -5.427 -3.988 -9.583 0.1677 -0.0078 0.1605
H -6.813 -3.833 -8.558 -0.6297 0.0076 -0.0808
H -8.572 -4.872 -11.055 0.3330 -0.5784 -1.1117
H -8.793 -5.155 -9.472 0.1672 -0.3731 0.8902
H -7.843 -7.364 -11.364 0.5203 -0.2293 -0.1644
H -9.380 -7.364 -10.643 -0.2278 0.0696 0.4517
H -6.879 -7.485 -9.109 0.2111 -0.0773 0.1691
H -7.265 -9.421 -10.513 0.1588 -0.3556 -0.2362
H -8.729 -9.727 -9.564 -0.0900 0.0550 -0.0532
H -6.625 -11.008 -8.695 -0.5859 -0.2550 -0.2903
H -7.600 -10.046 -7.545 -0.2564 -0.2205 0.0546
H -5.196 -10.350 -6.177 0.4648 -0.5110 -0.6234
H -6.253 -9.114 -5.939 -0.2905 0.8258 -0.3027
H -4.545 -8.729 -6.374 -0.2593 0.1323 -0.4589
C -6.140 -22.957 -1.837 -1.0812 -0.0291 0.3989
O -6.336 -22.812 -3.219 1.2764 0.1232 0.3626
C -5.118 -23.000 -3.968 -1.5910 0.8572 -0.5412
C -5.521 -22.447 -5.353 1.2648 -0.3594 -0.0208
N -5.200 -21.016 -5.564 -0.5679 -1.2206 0.4936
C -5.739 -20.529 -6.820 0.5570 -0.1978 0.1176
C -5.666 -19.057 -6.816 -0.4915 1.4594 0.3392
O -6.597 -18.527 -5.867 -0.2601 0.3791 0.4069
C -6.413 -17.192 -5.379 -0.0007 -0.2183 -0.6449
H -7.124 -22.751 -1.416 0.0391 -0.1215 0.2776
H -5.447 -22.259 -1.367 0.3159 0.2398 -0.3589
H -5.851 -23.968 -1.548 0.1199 -0.2352 -0.0994
H -4.875 -24.063 -3.971 0.0694 -0.1298 -0.2322
H -4.287 -22.449 -3.527 0.0481 0.1746 0.0350
H -6.585 -22.658 -5.461 -0.1733 -0.0198 -0.0866
H -4.987 -23.030 -6.102 0.0179 0.0787 -0.2752
H -5.718 -20.518 -4.854 -0.0055 0.2533 0.3561
H -6.762 -20.831 -7.042 -0.1932 -0.3225 -0.0113
H -5.074 -20.798 -7.641 -0.0936 -0.5550 -0.1341
H -5.928 -18.731 -7.823 0.1556 0.4994 -0.1250
H -4.653 -18.775 -6.532 0.1669 0.2984 -0.1700
H -5.376 -17.011 -5.094 0.0438 -0.1031 0.3192
H -7.118 -16.979 -4.575 0.2691 -0.6608 0.3488
H -6.679 -16.401 -6.081 0.1030 -0.1827 -0.7730
C -16.816 0.016 -9.290 -0.3987 -1.2500 0.2972
O -16.079 -1.066 -8.711 0.5693 0.3428 -0.6177
C -16.153 -1.171 -7.297 -0.3542 -0.4495 -1.0451
C -15.292 -2.343 -6.829 0.8304 0.5280 0.2154
N -15.214 -2.379 -5.371 -0.7980 -0.1258 0.3563
C -14.444 -3.470 -4.811 0.3340 1.0324 0.0291
C -14.124 -3.313 -3.334 0.0443 -0.3287 0.8633
O -13.295 -2.234 -2.853 -0.1964 -0.4558 -0.7828
C -12.967 -2.266 -1.465 -0.0669 1.0961 -0.3336
H -16.921 0.872 -8.624 0.6198 0.2974 -0.1230
H -17.844 -0.298 -9.474 -0.2942 -0.2217 0.0168
H -16.397 0.201 -10.279 0.2508 0.4147 0.3254
H -17.199 -1.409 -7.103 -0.1406 0.2929 0.8070
H -15.837 -0.207 -6.898 -0.0828 -0.0193 0.5841
H -14.268 -2.266 -7.192 0.2050 0.3663 -0.6053
H -15.649 -3.268 -7.282 -0.3915 -0.1321 0.4313
H -14.836 -1.519 -4.998 0.0033 0.2402 -0.2584
H -13.503 -3.623 -5.339 0.2389 -0.1865 -0.3619
H -15.042 -4.380 -4.850 0.1229 -0.1965 -0.1353
H -13.617 -4.258 -3.137 -0.0011 -0.1866 0.6027
H -15.082 -3.269 -2.817 -0.0826 -0.0992 0.3461
H -12.475 -1.313 -1.273 0.1388 0.0581 -0.1628
H -12.252 -3.020 -1.136 -0.2234 -0.5291 -0.3695
H -13.838 -2.223 -0.810 -0.3225 -0.5155 -0.0991
```
Positions in Å, forces in eV/Å.

## Properties
E_tot in eV: -100065.8951
HOMO energy in eV: -8.5682
Orbital gap in eV: 8.84
SMILES: COC[C@H](C)N.COC[C@H](C)N.COCCNCCOC.COCCNCCOC.COCCNCCOC.COCCNCCOC.COCCNCCOC.COCCNCCOC.COCCNCCOC
ΔE to the lowest compared entry with this formula, charge and spin in eV: 4.945
LUMO energy in eV: 0.3
Multiplicity: 1